1.
The following is a quantum chemistry calculation of a single C5H6N6S molecule at a distorted geometry, from OMol25.

Results
* DFT total energy: -920.7812 Eh
* total charge: 0
* Kohn-Sham gap: 8.11 eV
* highest occupied orbital energy: -8.476 eV

Atoms and positions in Å:
C  -2.3263  -2.0679  1.3675
S  -0.5754  -2.0340  2.1651
C  0.1127  -1.0601  0.8960
N  0.8215  -0.0713  1.3879
C  1.0859  0.9392  0.5849
N  1.8255  1.9652  1.0649
C  0.9000  1.0275  -0.8246
N  1.2893  1.7320  -1.8222
N  0.5073  1.1288  -2.7690
N  -0.3278  0.2034  -2.3712
C  -0.0079  -0.0101  -1.1443
N  -0.2938  -1.0442  -0.4094
H  -2.7290  -1.1222  1.3537
H  -3.0652  -2.6456  1.8538
H  -2.2175  -2.4049  0.3248
H  2.2824  2.4676  0.3161
H  2.4129  1.5404  1.7600
H  0.3051  1.4563  -3.7340

Atomic partial charges in e from the Mulliken method, atoms 1 to 8: -0.912 -0.131 0.214 -0.510 0.301 -0.505 0.810 -0.714

2.
The following is a quantum chemistry calculation of a molecular structure, C4H6N2O, from OMol25.

Results
* DFT total energy: -340.6871 Eh
* total charge: 0
* Kohn-Sham gap: 9.18 eV
* highest occupied orbital energy: -8.231 eV

Atoms and positions in Å:
N  2.1357  -1.3502  -0.8356
C  1.6435  -0.4408  -0.1329
O  2.1995  0.6630  0.5248
C  0.8390  0.9615  0.9240
C  0.2770  -0.0861  0.3107
C  -2.0511  0.2573  -0.1577
N  -0.9380  -0.6596  0.0407
H  3.1457  -1.2555  -0.9346
H  0.6187  1.8101  1.5554
H  -1.7150  1.1893  -0.6343
H  -2.7984  -0.2306  -0.7877
H  -2.5139  0.5101  0.8007
H  -0.8426  -1.3686  -0.6736

Atomic partial charges in e from the Mulliken method, atoms 1 to 8: -0.624 0.480 -0.424 -0.484 0.379 -0.849 -0.325 0.286